A cluster of 5 separate species, C46H77Br2F2N3O5PS2Si in total in a non-equilibrium geometry. Source: OMol25; level of theory: ωB97M-V/def2-TZVPD.

Element x y z (Å)
C1 -2.894 4.023 5.982
C2 -2.109 2.840 5.410
C3 -2.782 2.171 4.214
C4 -3.199 3.147 3.094
N1 -2.589 2.982 1.762
C5 -2.784 1.652 1.184
C6 -3.334 1.718 -0.253
C7 -4.270 0.544 -0.511
C8 -4.362 0.073 -1.985
C9 -3.340 -0.950 -2.347
C10 -3.520 -2.296 -1.936
P1 -4.985 -2.934 -1.039
O1 -5.988 -3.422 -2.000
C11 -2.562 -3.189 -2.304
C12 -1.456 -2.735 -3.026
C13 -0.373 -3.719 -3.456
F1 -0.645 -3.931 -4.784
F2 -0.583 -4.898 -2.846
C14 1.055 -3.226 -3.306
C15 1.954 -4.128 -2.432
Si1 2.153 -3.639 -0.612
C16 1.173 -2.104 -0.131
C17 3.968 -3.229 -0.321
C18 1.683 -5.021 0.570
C19 2.531 -5.337 1.643
C20 2.199 -6.336 2.572
C21 1.013 -7.052 2.447
C22 0.158 -6.755 1.383
C23 0.495 -5.756 0.463
N2 -1.288 -1.515 -3.417
N3 -2.267 -0.658 -3.074
C24 -2.059 0.663 -3.600
Br1 -3.137 1.154 -5.060
C25 -1.105 1.460 -3.156
C26 -0.809 2.816 -3.683
Br2 0.022 0.828 -1.790
C27 -1.256 3.461 1.661
S1 -0.922 4.760 0.740
S2 -0.029 2.600 2.554
C28 1.503 3.474 2.204
C29 2.071 3.107 0.820
C30 3.078 1.968 0.876
H1 -2.523 4.246 6.978
H2 -2.699 4.914 5.392
H3 -3.960 3.834 6.038
H4 -1.103 3.174 5.171
H5 -2.003 2.100 6.198
H6 -3.684 1.701 4.599
H7 -2.141 1.363 3.870
H8 -2.991 4.167 3.397
H9 -4.276 3.097 2.975
H10 -3.538 1.146 1.786
H11 -1.899 1.017 1.234
H12 -2.484 1.717 -0.924
H13 -3.837 2.668 -0.380
H14 -5.276 0.868 -0.257
H15 -4.048 -0.299 0.136
H16 -5.311 -0.450 -2.093
H17 -4.413 0.908 -2.669
H18 -4.477 -3.950 -0.211
H19 -5.483 -1.910 -0.226
H20 -2.632 -4.239 -2.068
H21 1.488 -3.181 -4.298
H22 1.087 -2.210 -2.928
H23 1.667 -5.174 -2.466
H24 2.950 -4.082 -2.864
H25 1.178 -2.053 0.955
H26 0.142 -2.074 -0.474
H27 1.721 -1.230 -0.474
H28 4.163 -2.837 0.669
H29 4.525 -4.153 -0.464
H30 4.297 -2.548 -1.102
H31 3.460 -4.814 1.804
H32 2.872 -6.534 3.390
H33 0.780 -7.806 3.180
H34 -0.770 -7.296 1.284
H35 -0.192 -5.542 -0.347
H36 -1.702 3.428 -3.737
H37 -0.091 3.331 -3.058
H38 -0.362 2.710 -4.668
H39 1.324 4.541 2.225
H40 2.205 3.185 2.978
H41 2.465 3.983 0.319
H42 1.226 2.785 0.224
H43 2.777 1.182 1.564
H44 4.050 2.358 1.156
H45 3.179 1.512 -0.107
C31 8.271 2.000 0.023
C32 7.842 1.728 -1.416
C33 6.334 1.912 -1.327
O2 6.104 2.887 -0.309
C34 7.313 3.112 0.425
H46 9.316 2.287 0.123
H47 8.101 1.113 0.638
H48 8.275 2.476 -2.084
H49 8.126 0.742 -1.781
H50 5.837 0.979 -1.034
H51 5.892 2.261 -2.262
H52 7.708 4.095 0.151
H53 7.089 3.115 1.493
C35 -1.605 -2.183 7.140
C36 -2.118 -1.616 8.460
C37 -2.605 -0.238 8.034
O3 -3.048 -0.365 6.677
C38 -2.617 -1.622 6.151
H54 -1.552 -3.270 7.118
H55 -0.609 -1.789 6.925
H56 -2.955 -2.215 8.826
H57 -1.364 -1.572 9.243
H58 -1.794 0.497 8.068
H59 -3.429 0.129 8.645
H60 -3.490 -2.279 6.062
H61 -2.196 -1.467 5.155
C39 -0.566 -7.129 -8.703
C40 -0.616 -5.972 -7.708
C41 0.434 -6.398 -6.691
O4 1.412 -7.149 -7.408
C42 0.920 -7.460 -8.715
H62 -0.950 -6.877 -9.690
H63 -1.139 -7.976 -8.321
H64 -0.313 -5.043 -8.197
H65 -1.598 -5.817 -7.262
H66 0.000 -7.043 -5.918
H67 0.920 -5.552 -6.203
H68 1.458 -6.844 -9.445
H69 1.121 -8.508 -8.933
C43 0.064 9.532 0.966
C44 -0.897 10.192 -0.018
C45 -0.524 9.503 -1.324
O5 -0.085 8.187 -0.974
C46 0.108 8.104 0.439
H70 -0.260 9.589 2.004
H71 1.052 9.992 0.892
H72 -1.929 9.957 0.251
H73 -0.799 11.275 -0.070
H74 0.299 10.022 -1.826
H75 -1.361 9.428 -2.019
H76 -0.701 7.502 0.865
H77 1.056 7.604 0.643

largest force on an atom = 1.4 eV/A
DFT total energy = -248006.873 eV
frontier orbital gap = 5.5 eV
net charge = +1

Here are the Mulliken charges for atoms 1 to 99, given in e: C -1.42; C 0.04; C -0.26; C -1.23; N 0.37; C -1.31; C 0.05; C -0.70; C -2.28; C 1.03; C 0.39; P 0.51; O -0.64; C -0.22; C -0.79; C 1.68; F -0.35; F -0.34; C -1.35; C -0.80; Si 0.17; C -0.72; C -1.30; C 0.45; C -0.44; C -0.63; C -0.51; C -0.72; C 0.03; N -0.76; N 1.18; C -0.47; Br 0.03; C 0.51; C -1.75; Br 0.05; C -0.12; S -0.07; S 0.01; C -1.16; C 0.71; C -1.14; H 0.44; H 0.37; H 0.32; H 0.09; H -0.14; H 0.60; H 0.39; H 0.52; H 0.28; H 0.60; H 0.45; H -0.44; H 0.56; H 0.31; H 0.66; H 0.71; H 0.33; H 0.14; H 0.10; H 0.63; H 0.52; H 0.35; H 0.53; H 0.56; H 0.57; H 0.12; H -0.01; H 0.38; H 0.37; H 0.36; H 0.26; H 0.40; H 0.40; H 0.41; H 0.29; H 0.46; H 0.40; H 0.39; H 0.37; H 0.54; H 0.31; H -0.54; H 0.34; H 0.28; H 0.25; C -0.56; C -0.54; C -0.25; O -0.37; C -0.39; H 0.35; H 0.26; H 0.26; H 0.33; H 0.11; H 0.29; H 0.27